ORCA calculation (ωB97M-V/def2-TZVPD) on 2 unconnected molecules or ions with the total composition C3H10NO.

Its spin multiplicity is 1. The value obtained for the total energy is -249.987353 a.u. The HOMO energy comes out at -14.70 eV. The energy above the lowest of the compared OMol25 structures with the same formula, charge and spin comes out at 41.7 kcal per mole. As for the net charge: +1. The value obtained for the LUMO energy is -5.2 eV. The calculation puts the HOMO-LUMO gap at 9.471 eV.

Each line ends with the natural charge from an NBO analysis.
Geometry (Å):
C: -1.537 -2.174 0.368  -0.26
O: -0.850 -1.163 -0.501  -0.79
H: -2.200 -2.777 -0.233  0.20
H: -2.102 -1.590 1.088  0.19
H: -0.761 -2.787 0.805  0.19
H: -1.327 -1.395 -1.294  0.49
C: 0.764 1.181 -1.091  -0.43
C: 1.368 1.762 1.159  0.13
N: 0.895 0.888 0.350  -0.38
H: 1.232 0.408 -1.698  0.26
H: -0.292 1.243 -1.325  0.25
H: 1.421 2.035 -1.257  0.22
H: 1.491 2.758 0.752  0.22
H: 1.618 1.465 2.169  0.24
H: 0.280 0.147 0.708  0.47